{"formula": "C25H64ClN4O12", "method": "the ωB97M-V functional and the def2-TZVPD basis", "max_force_ev_per_a": 1.37, "orbital_gap_ev": 8.34, "total_charge": -1, "lumo_ev": 2.368, "energy_ev": -70006.725, "e_homo_ev": -5.97, "species": ["Cl", "O", "O", "O", "O", "C", "C", "C", "O", "H", "H", "H", "H", "H", "H", "H", "H", "C", "O", "C", "C", "N", "C", "C", "O", "C", "H", "H", "H", "H", "H", "H", "H", "H", "H", "H", "H", "H", "H", "H", "H", "C", "O", "C", "C", "N", "C", "C", "O", "C", "H", "H", "H", "H", "H", "H", "H", "H", "H", "H", "H", "H", "H", "H", "H", "C", "O", "C", "C", "N", "C", "C", "O", "C", "H", "H", "H", "H", "H", "H", "H", "H", "H", "H", "H", "H", "H", "H", "H", "C", "C", "C", "O", "C", "N", "H", "H", "H", "H", "H", "H", "H", "H", "H", "H", "H"], "coordinates": [[0.33727, -0.46230, -0.91403], [1.14794, -1.56381, -1.41339], [1.13471, 0.35705, -0.03878], [-0.09272, 0.32490, -2.05005], [-0.79746, -0.97160, -0.18309], [3.46244, -4.44337, -2.25096], [3.68934, -3.58727, -3.48778], [2.78208, -3.93587, -4.65374], [3.50039, -2.20870, -3.11883], [3.80834, -5.47979, -2.38186], [2.41013, -4.56564, -1.97192], [3.98772, -4.09840, -1.36139], [4.74952, -3.63037, -3.75579], [3.09071, -3.45973, -5.58099], [1.75553, -3.64761, -4.42020], [2.76641, -5.02415, -4.78224], [2.67917, -2.15491, -2.60764], [-3.77288, 3.24439, -4.47438], [-3.04336, 3.74090, -3.36873], [-2.97823, 2.77186, -2.34737], [-2.08232, 3.28042, -1.22429], [-0.67272, 3.33700, -1.62119], [0.19502, 3.58903, -0.47927], [0.11582, 5.01364, 0.03666], [0.32841, 5.91667, -1.03094], [0.41633, 7.24549, -0.58853], [-3.17291, 2.47020, -4.97005], [-3.93931, 4.06717, -5.16600], [-4.72391, 2.78705, -4.18237], [-2.50267, 1.84972, -2.71713], [-3.95121, 2.47577, -1.93987], [-2.22442, 2.59006, -0.37704], [-2.40286, 4.28387, -0.93107], [-0.49211, 2.39080, -1.94906], [1.20288, 3.34045, -0.81479], [0.00700, 2.90756, 0.36654], [0.95378, 5.13360, 0.74185], [-0.80361, 5.22780, 0.59142], [0.45296, 7.87668, -1.47444], [1.33662, 7.37213, 0.00239], [-0.41313, 7.56823, 0.05371], [7.68676, -0.29807, -0.94950], [6.56936, -0.44179, -0.12136], [5.57022, -1.25816, -0.71798], [4.31483, -1.24208, 0.12541], [4.51519, -1.84336, 1.44185], [3.24300, -1.95502, 2.15477], [2.84473, -0.69184, 2.90767], [3.83728, -0.48091, 3.90834], [3.45692, 0.50224, 4.84223], [7.37278, 0.20864, -1.87041], [8.19644, -1.25365, -1.12522], [8.45297, 0.34305, -0.50574], [5.98580, -2.27403, -0.78416], [5.35368, -0.92579, -1.73863], [3.59837, -1.85860, -0.41630], [3.91524, -0.22621, 0.21762], [5.07827, -1.23448, 2.02751], [3.35100, -2.70360, 2.95203], [2.41572, -2.29922, 1.53258], [1.83690, -0.79626, 3.32808], [2.82647, 0.19229, 2.25784], [2.55652, 0.18298, 5.37844], [3.27352, 1.46841, 4.35894], [4.27536, 0.62075, 5.55106], [-2.22176, 0.94064, 8.16147], [-2.96323, 1.41257, 7.07286], [-4.34371, 1.32026, 7.30176], [-5.07569, 1.58608, 5.97802], [-4.50001, 0.96932, 4.81164], [-4.80328, -0.45689, 4.69923], [-3.85665, -1.10689, 3.71651], [-2.57009, -1.08195, 4.30271], [-1.60149, -1.71159, 3.47400], [-2.46019, -0.11611, 8.35455], [-2.42275, 1.50307, 9.08233], [-1.14808, 0.96282, 7.98065], [-4.66640, 2.06007, 8.04451], [-4.63705, 0.33839, 7.69454], [-5.17554, 2.67419, 5.86232], [-6.13864, 1.35697, 6.12716], [-3.49095, 1.06068, 4.89158], [-5.83505, -0.54802, 4.35531], [-4.62985, -1.00771, 5.63614], [-3.81828, -0.58747, 2.75000], [-4.19395, -2.12415, 3.47275], [-0.64021, -1.49674, 3.94078], [-1.55490, -1.25412, 2.48158], [-1.78649, -2.78609, 3.42573], [-1.23224, -3.81794, -4.81541], [-1.39688, -2.40412, -4.27888], [-2.46628, -1.63495, -5.00825], [-2.05222, -1.39655, -6.34121], [-2.97969, -0.60836, -7.02176], [-1.72649, -2.53849, -2.84350], [-2.15224, -4.38663, -4.66519], [-0.41780, -4.35356, -4.32378], [-1.00093, -3.82722, -5.88430], [-0.45572, -1.84677, -4.36476], [-2.57008, -0.66105, -4.50893], [-3.43355, -2.14968, -4.98937], [-2.70246, -0.43434, -8.06219], [-3.11156, 0.35451, -6.51080], [-3.96469, -1.09909, -7.09902], [-1.58566, -1.65132, -2.36731], [-0.98924, -3.11598, -2.45184]], "forces_ev_per_angstrom": [[0.8, 0.2, 0.1], [-0.3, -0.1, 0.2], [0.0, 0.0, 0.0], [-0.4, -0.1, 0.0], [-0.1, -0.1, -0.3], [-0.1, -1.3, 0.2], [-0.1, 1.0, 0.8], [0.0, -0.7, 0.3], [0.1, -0.3, -0.2], [0.1, 0.2, -0.3], [-0.1, 0.4, -0.2], [0.1, 0.4, -0.2], [-0.1, -0.2, -0.2], [0.0, 0.1, 0.0], [0.1, 0.2, 0.0], [0.1, 0.1, -0.2], [-0.1, 0.3, 0.0], [0.6, -0.1, 0.1], [-0.9, -0.2, -0.1], [1.3, -0.1, 0.4], [0.0, 0.2, -0.1], [-0.9, -0.5, 0.2], [-0.1, -0.3, -0.3], [1.0, -0.2, -0.2], [-0.6, 0.2, 0.1], [0.4, -0.1, 0.1], [-0.1, 0.0, -0.1], [-0.1, 0.0, 0.0], [-0.1, 0.1, 0.1], [-0.1, 0.0, -0.2], [-0.2, 0.3, -0.2], [-0.1, 0.1, 0.1], [-0.1, -0.1, 0.1], [0.5, 0.1, -0.1], [0.1, 0.3, 0.1], [-0.1, 0.0, 0.0], [-0.1, 0.0, 0.2], [-0.2, 0.0, -0.2], [0.0, 0.1, 0.0], [0.0, 0.2, -0.1], [-0.2, -0.2, -0.1], [0.2, 0.3, -0.1], [0.1, 0.3, 0.4], [0.3, -0.1, 0.2], [0.4, -0.1, 0.0], [-0.5, -0.1, 0.0], [0.0, -0.1, 1.0], [0.2, 0.3, -0.5], [-0.2, -0.1, 0.3], [0.1, -0.1, -0.2], [0.2, -0.4, -0.3], [-0.3, -0.1, -0.4], [-0.3, 0.1, 0.4], [-0.2, -0.1, 0.0], [-0.1, 0.1, 0.0], [-0.2, 0.2, 0.1], [0.0, 0.0, -0.4], [0.3, -0.1, -0.2], [0.1, -0.1, -0.2], [0.2, 0.2, -0.3], [0.1, -0.1, 0.2], [-0.1, -0.1, -0.1], [-0.1, 0.1, 0.0], [-0.1, 0.0, 0.0], [0.0, 0.0, 0.0], [0.1, -0.7, 0.5], [0.3, 0.1, 0.0], [-0.6, 0.0, -0.3], [-0.5, 1.1, 0.7], [0.0, -0.2, 0.1], [0.4, 0.2, -0.2], [0.0, 0.1, -0.4], [-0.1, -0.3, -0.2], [0.2, 0.7, 0.4], [-0.1, 0.1, 0.1], [-0.1, 0.1, -0.1], [-0.1, 0.3, -0.4], [0.0, 0.1, 0.1], [0.3, -0.2, 0.0], [0.7, 0.0, -0.3], [0.1, -0.7, -0.2], [0.0, 0.0, -0.1], [0.0, -0.2, 0.1], [-0.4, 0.1, 0.1], [-0.1, 0.2, 0.1], [0.2, -0.1, 0.3], [0.0, -0.3, 0.1], [-0.2, -0.2, -0.1], [0.1, -0.1, -0.2], [0.1, -0.1, -0.6], [0.5, -0.6, 0.8], [0.2, 0.6, 0.2], [0.1, -0.3, -0.3], [-0.7, 0.1, -0.2], [-0.1, 0.2, -0.3], [0.0, 0.0, 0.1], [0.0, 0.1, 0.2], [-0.1, 0.1, 0.0], [0.0, 0.0, -0.4], [-0.2, 0.0, 0.1], [0.0, -0.1, 0.1], [0.6, 0.0, 0.2], [-0.1, 0.0, -0.1], [0.0, 0.0, 0.3], [-0.2, 0.1, -0.1], [-0.1, -0.1, 0.2]], "lowdin_charge": [0.651, -0.378, -0.353, -0.361, -0.358, -0.061, -0.471, -0.050, -0.072, 0.076, 0.083, 0.069, 0.133, 0.077, 0.060, 0.078, 0.036, -0.118, -0.173, -0.238, -0.206, -0.039, -0.220, -0.242, -0.181, -0.136, 0.074, 0.082, 0.082, 0.115, 0.120, 0.121, 0.115, 0.064, 0.123, 0.112, 0.118, 0.115, 0.083, 0.083, 0.082, -0.141, -0.192, -0.224, -0.206, -0.039, -0.202, -0.219, -0.202, -0.123, 0.087, 0.084, 0.079, 0.122, 0.113, 0.090, 0.120, 0.098, 0.112, 0.118, 0.111, 0.117, 0.082, 0.087, 0.082, -0.121, -0.183, -0.243, -0.224, -0.051, -0.210, -0.244, -0.200, -0.086, 0.089, 0.086, 0.087, 0.119, 0.112, 0.109, 0.116, 0.100, 0.118, 0.119, 0.129, 0.121, 0.076, 0.081, 0.089, -0.071, -0.436, -0.212, -0.177, -0.135, 0.052, 0.078, 0.058, 0.076, 0.140, 0.122, 0.129, 0.083, 0.074, 0.086, 0.026, 0.060]}